Record 1
Entry from OMol25: the ion C35H31FO2P with charge +1 (ωB97M-V/def2-TZVPD).

CARTESIAN COORDINATES (ANGSTROEM)
C1 -3.24362 3.35890 3.14226
C2 -2.78365 1.93263 3.20038
O1 -2.11337 1.67026 1.93836
C3 -1.63699 0.43735 1.91631
C4 -0.98039 0.02311 0.58438
P1 0.07326 -1.47880 0.93334
C5 -1.00884 -2.90011 0.62872
C6 -0.55468 -4.04044 -0.05947
C7 -1.38926 -5.15054 -0.19904
C8 -2.66018 -5.15055 0.38084
C9 -3.08967 -4.04716 1.12777
C10 -2.26558 -2.92791 1.25557
C11 1.45561 -1.66399 -0.20937
C12 2.78257 -1.50689 0.23334
C13 3.83583 -1.63367 -0.67233
C14 3.58458 -1.89058 -2.02381
C15 2.26951 -2.07239 -2.46014
C16 1.21455 -1.98363 -1.55805
C17 0.72196 -1.76214 2.60676
C18 0.71889 -3.07402 3.11001
C19 1.25622 -3.35617 4.36602
C20 1.82364 -2.32968 5.12442
C21 1.85740 -1.02443 4.61915
C22 1.30982 -0.73431 3.36604
O2 -1.77822 -0.30328 2.88186
H1 -3.94207 3.53579 3.96157
H2 -2.39652 4.03863 3.28173
H3 -3.73787 3.60123 2.19724
H4 -2.06867 1.77693 4.01753
H5 -3.61738 1.22585 3.28933
H6 -1.82094 -0.40026 0.01249
H7 0.45007 -4.07143 -0.47706
H8 -1.03017 -6.01632 -0.75655
H9 -3.31188 -6.01632 0.26576
H10 -4.05857 -4.05115 1.62306
H11 -2.57986 -2.08197 1.86611
H12 2.98171 -1.31275 1.28953
H13 4.86253 -1.52585 -0.31893
H14 4.40663 -1.94351 -2.74133
H15 2.05721 -2.27803 -3.51151
H16 0.19195 -2.16112 -1.90256
H17 0.28417 -3.87876 2.51877
H18 1.22646 -4.38027 4.73881
H19 2.23777 -2.54797 6.10948
H20 2.30952 -0.22355 5.20296
H21 1.34468 0.28163 2.96864
F1 -2.39529 -0.43096 -4.41425
C23 -1.28657 0.06155 -3.76044
C24 -0.14828 0.35899 -4.49624
C25 0.93755 0.92884 -3.81731
C26 0.88228 1.14413 -2.44310
C27 -0.25470 0.78244 -1.70984
C28 -0.32008 1.09704 -0.20590
C29 -0.89405 2.54808 -0.07430
C30 -0.25461 3.48875 0.74059
C31 -0.73324 4.79631 0.82867
C32 -1.84918 5.18375 0.07662
C33 -2.44598 4.26855 -0.78712
C34 -1.97221 2.95425 -0.85784
C35 -1.36274 0.23653 -2.37359
H22 -0.12213 0.15114 -5.56687
H23 1.84687 1.17801 -4.36575
H24 1.73214 1.59223 -1.91594
H25 0.70383 1.16894 0.17264
H26 0.61582 3.16885 1.31987
H27 -0.24413 5.49369 1.50828
H28 -2.25446 6.18877 0.18505
H29 -3.29812 4.55334 -1.40825
H30 -2.45209 2.24460 -1.53189
H31 -2.30092 -0.01027 -1.86837

Properties
LUMO energy: -2.66 eV
multiplicity: 1
frontier orbital gap: 8.68 eV
charge: +1
F_max: 0.044 hartree/bohr

The computed natural (NBO) charges, all in e, follow:
1 C -0.634
2 C -0.070
3 O -0.487
4 C 0.816
5 C -0.603
6 P 1.605
7 C -0.435
8 C -0.124
9 C -0.226
10 C -0.164
11 C -0.199
12 C -0.186
13 C -0.458
14 C -0.110
15 C -0.228
16 C -0.161
17 C -0.200
18 C -0.170
19 C -0.406
20 C -0.112
21 C -0.215
22 C -0.166
23 C -0.203
24 C -0.178
25 O -0.611
26 H 0.228
27 H 0.218
28 H 0.227
29 H 0.201
30 H 0.198
31 H 0.294
32 H 0.224
33 H 0.234
34 H 0.234
35 H 0.234
36 H 0.247
37 H 0.226
38 H 0.235
39 H 0.235
40 H 0.236
41 H 0.236
42 H 0.223
43 H 0.235
44 H 0.234
45 H 0.233
46 H 0.215
47 F -0.334
48 C 0.486
49 C -0.312
50 C -0.171
51 C -0.261
52 C 0.131
53 C -0.306
54 C -0.006
55 C -0.213
56 C -0.203
57 C -0.209
58 C -0.214
59 C -0.167
60 C -0.391
61 H 0.247
62 H 0.232
63 H 0.226
64 H 0.224
65 H 0.204
66 H 0.225
67 H 0.227
68 H 0.225
69 H 0.207
70 H 0.229

=====

Record 2
Entry from OMol25: a cluster of 2 separate species, C3H8O in total (ωB97M-V/def2-TZVPD).

CARTESIAN COORDINATES (ANGSTROEM)
C1 -1.06726 -1.72555 1.13096
H1 -1.48595 -0.72048 1.15153
H2 -1.89128 -2.41861 1.25070
H3 -0.27092 -1.90801 1.84543
H4 -0.68522 -1.74335 0.10577
O1 -0.31724 0.17354 -1.75954
C2 0.02091 0.84832 -0.81986
C3 1.37594 1.46566 -0.68790
H5 -0.76855 1.14612 -0.10066
H6 2.07627 0.81421 -1.21380
H7 1.68946 1.65728 0.33406
H8 1.32384 2.41088 -1.23669

Properties
LUMO energy: 1.05 eV
multiplicity: 1
frontier orbital gap: 11.00 eV
F_max: 0.021 hartree/bohr

The computed natural (NBO) charges, all in e, follow:
1 C -0.859
2 H 0.205
3 H 0.217
4 H 0.213
5 H 0.224
6 O -0.526
7 C 0.440
8 C -0.727
9 H 0.105
10 H 0.238
11 H 0.226
12 H 0.245

=====

Record 3
Entry from OMol25: a structure of composition C16H16N2O2S2SeTl (ωB97M-V/def2-TZVPD).

CARTESIAN COORDINATES (ANGSTROEM)
Tl1 0.34288 -0.22598 -0.17400
C1 2.59413 -0.66120 3.97481
C2 2.13486 -0.76252 2.54436
N1 0.92643 -1.00231 2.18410
O1 -0.09378 -1.05165 3.12931
C3 3.11773 -0.57442 1.48492
C4 4.59747 -0.63644 1.70959
N2 2.68415 -0.29138 0.27527
O2 3.49964 -0.11645 -0.66728
H1 1.77360 -0.69322 4.68697
H2 3.15284 0.26143 4.12785
H3 3.25004 -1.50325 4.19964
H4 0.14105 -0.48301 3.87640
H5 4.86489 -0.65177 2.76451
H6 5.06740 0.21838 1.21945
H7 5.00529 -1.52933 1.22585
S1 0.74119 -0.70271 -2.70127
C5 -0.36829 -2.03889 -2.92692
C6 -0.75248 -2.30849 -4.25083
C7 -1.56808 -3.37392 -4.57465
C8 -2.05979 -4.19239 -3.56180
C9 -1.73477 -3.91426 -2.24950
C10 -0.88161 -2.85429 -1.90197
S2 -0.54745 -2.64052 -0.19843
H8 -0.36301 -1.66540 -5.03057
H9 -1.83079 -3.56575 -5.60817
H10 -2.69878 -5.03537 -3.79650
H11 -2.11678 -4.53246 -1.44622
Se1 -0.14060 1.96014 1.43203
C11 -1.46310 3.08116 0.63860
C12 -1.90324 2.91325 -0.67410
C13 -2.89600 3.73286 -1.19077
C14 -3.45514 4.73863 -0.41440
C15 -3.00079 4.92731 0.88384
C16 -2.01140 4.10778 1.40716
H12 -1.46762 2.13222 -1.28513
H13 -3.23229 3.58795 -2.21018
H14 -4.23200 5.37447 -0.81992
H15 -3.41332 5.72102 1.49532
H16 -1.66245 4.25083 2.42264

Properties
LUMO energy: 2.29 eV
multiplicity: 1
frontier orbital gap: 6.63 eV
charge: -1
F_max: 0.014 hartree/bohr

The computed natural (NBO) charges, all in e, follow:
1 Tl 0.895
2 C -0.677
3 C 0.237
4 N -0.181
5 O -0.551
6 C -0.006
7 C -0.652
8 N -0.027
9 O -0.530
10 H 0.204
11 H 0.233
12 H 0.236
13 H 0.444
14 H 0.194
15 H 0.233
16 H 0.221
17 S -0.174
18 C -0.191
19 C -0.224
20 C -0.241
21 C -0.244
22 C -0.211
23 C -0.207
24 S -0.198
25 H 0.209
26 H 0.197
27 H 0.197
28 H 0.207
29 Se -0.130
30 C -0.159
31 C -0.248
32 C -0.189
33 C -0.252
34 C -0.207
35 C -0.254
36 H 0.222
37 H 0.207
38 H 0.202
39 H 0.202
40 H 0.210

=====

Record 4
Entry from OMol25: an isolated molecule of C17H24N4O6S (ωB97M-V/def2-TZVPD).

CARTESIAN COORDINATES (ANGSTROEM)
C1 6.62243 0.57048 -0.83425
H1 6.25528 0.71832 0.17676
H2 7.69548 0.74008 -0.85198
H3 6.13552 1.29721 -1.47718
C2 6.30936 -0.84272 -1.30679
C3 4.85168 -1.09865 -1.29899
N1 3.90177 -0.28527 -0.99979
N2 2.72827 -0.94856 -1.13659
C4 3.02684 -2.14866 -1.51417
N3 2.22792 -3.21755 -1.77931
C5 0.87421 -3.39941 -1.52501
O1 0.42806 -4.52069 -1.55593
C6 0.06536 -2.19001 -1.24672
C7 0.12635 -1.06385 -2.06082
C8 -0.68321 0.02249 -1.78430
C9 -1.54413 -0.01956 -0.70527
C10 -1.64589 -1.14742 0.08388
C11 -0.83970 -2.23687 -0.18894
H4 -0.89903 -3.13144 0.41235
H5 -2.35011 -1.17509 0.89883
S1 -2.61182 1.40497 -0.42667
O2 -3.94556 0.97513 -0.74297
O3 -2.05656 2.51383 -1.14799
N4 -2.60984 1.80257 1.17510
C12 -3.48845 1.10532 2.07731
H6 -2.93360 0.41036 2.72107
C13 -4.31483 2.07350 2.94142
O4 -3.60428 2.67117 4.00248
C14 -3.41757 1.84604 5.12539
H7 -2.76476 0.99246 4.91218
H8 -4.37676 1.47038 5.50215
H9 -2.94948 2.46789 5.88605
H10 -5.19076 1.53883 3.33570
H11 -4.65419 2.89848 2.31136
H12 -4.17572 0.54388 1.44323
C15 -1.52813 2.60254 1.69029
C16 -0.35187 1.77393 2.22945
O5 0.27288 0.96335 1.26630
C17 1.10989 1.66028 0.36506
H13 1.82062 2.29115 0.91127
H14 0.53231 2.28285 -0.32485
H15 1.65211 0.89993 -0.19268
H16 -0.70643 1.08381 3.00016
H17 0.37708 2.45994 2.68693
H18 -1.91177 3.23968 2.49082
H19 -1.19936 3.22824 0.85995
H20 -0.65760 0.91322 -2.39089
H21 0.78614 -1.04226 -2.91317
H22 2.72803 -4.07339 -1.99871
O6 4.36471 -2.32857 -1.64271
H23 6.68344 -1.00092 -2.32259
H24 6.79418 -1.58281 -0.66373

Properties
LUMO energy: 0.25 eV
multiplicity: 1
frontier orbital gap: 9.21 eV
F_max: 0.029 hartree/bohr

The computed natural (NBO) charges, all in e, follow:
1 C -0.595
2 H 0.220
3 H 0.213
4 H 0.221
5 C -0.456
6 C 0.467
7 N -0.294
8 N -0.360
9 C 0.623
10 N -0.633
11 C 0.686
12 O -0.553
13 C -0.154
14 C -0.150
15 C -0.155
16 C -0.288
17 C -0.184
18 C -0.160
19 H 0.230
20 H 0.221
21 S 2.335
22 O -0.943
23 O -0.946
24 N -0.695
25 C -0.261
26 H 0.183
27 C -0.074
28 O -0.543
29 C -0.250
30 H 0.161
31 H 0.168
32 H 0.198
33 H 0.172
34 H 0.204
35 H 0.251
36 C -0.271
37 C -0.071
38 O -0.552
39 C -0.270
40 H 0.165
41 H 0.172
42 H 0.224
43 H 0.179
44 H 0.172
45 H 0.232
46 H 0.237
47 H 0.240
48 H 0.222
49 H 0.430
50 O -0.425
51 H 0.228
52 H 0.228

=====

Record 5
Entry from OMol25: a cluster of 9 separate species, C30H48N2O18 in total (ωB97M-V/def2-TZVPD).

CARTESIAN COORDINATES (ANGSTROEM)
O1 1.73089 -2.13835 -6.35718
C1 1.86831 -1.11120 -6.97979
O2 3.03884 -0.41160 -6.84369
C2 3.04568 0.79119 -7.63682
C3 1.59891 1.04718 -7.98381
C4 0.95392 -0.32045 -7.90752
H1 3.68381 0.80021 -8.55015
H2 3.41380 1.63527 -7.01935
H3 1.47699 1.45266 -8.97380
H4 1.13430 1.71838 -7.22746
H5 0.93966 -0.75423 -8.92038
H6 -0.02817 -0.24238 -7.46036
O3 1.95630 -3.98948 4.02766
C5 2.23223 -3.41157 3.02225
O4 1.45537 -3.39940 1.96049
C6 1.94209 -2.58025 0.84020
C7 3.32644 -2.15743 1.29728
C8 3.40409 -2.43828 2.81418
H7 1.18215 -1.82089 0.68694
H8 2.02614 -3.24405 0.01900
H9 3.54339 -1.10751 1.03086
H10 4.05898 -2.72420 0.68446
H11 3.16272 -1.54752 3.48324
H12 4.36892 -2.78200 3.19465
O5 -3.99379 -3.23395 3.44237
C9 -4.81118 -2.86741 2.67094
O6 -5.03930 -3.66513 1.55072
C10 -6.17637 -3.21775 0.81582
C11 -6.74718 -2.08879 1.56653
C12 -5.70087 -1.68358 2.62113
H13 -6.75968 -4.14382 0.65512
H14 -5.91453 -2.96944 -0.20563
H15 -7.69241 -2.45522 2.09667
H16 -7.05192 -1.25219 0.94371
H17 -6.15144 -1.61106 3.61714
H18 -5.22153 -0.74541 2.35813
O7 1.50406 1.34880 -4.70135
C13 1.47781 0.33114 -4.09759
O8 0.32322 -0.34701 -4.06142
C14 0.36255 -1.59166 -3.38620
C15 1.81412 -1.82246 -3.04095
C16 2.50884 -0.49171 -3.28991
H19 -0.08391 -2.28684 -4.06174
H20 -0.27939 -1.55728 -2.46457
H21 2.20995 -2.56319 -3.71440
H22 1.96820 -2.26137 -2.04626
H23 3.47331 -0.55390 -3.80226
H24 2.69336 0.01774 -2.32580
O9 1.56030 0.67302 -0.09868
C17 1.09618 1.49409 0.61107
O10 -0.20851 1.74883 0.79867
C18 -0.34345 2.93260 1.54000
C19 0.91585 3.10353 2.36295
C20 1.94561 2.47692 1.45600
H25 -1.27925 2.83046 2.08219
H26 -0.49849 3.77555 0.82320
H27 0.72915 2.57163 3.26093
H28 1.06023 4.19794 2.45895
H29 2.76615 1.97373 1.90185
H30 2.31725 3.10691 0.67841
O11 0.86086 3.53044 -1.58262
C21 0.09443 3.80508 -2.44910
O12 0.38692 4.64911 -3.44437
C22 -0.45785 4.38378 -4.58625
C23 -1.35238 3.14633 -4.23973
C24 -1.28928 3.21066 -2.73047
H31 0.19212 4.20503 -5.47784
H32 -1.10142 5.28412 -4.70434
H33 -1.00286 2.15949 -4.58910
H34 -2.34994 3.13908 -4.69058
H35 -1.32809 2.29974 -2.19031
H36 -1.94147 3.97710 -2.25905
O13 -0.40496 1.67531 8.23084
C25 0.69611 1.66623 7.70482
O14 1.88466 1.35549 8.25175
C26 2.89569 1.35570 7.24165
C27 2.40179 2.34489 6.11478
C28 0.92958 2.21836 6.27597
H37 3.08424 0.35316 6.91246
H38 3.80568 1.70618 7.70341
H39 2.76376 2.02769 5.12601
H40 2.86604 3.30780 6.33636
H41 0.49430 1.43994 5.71680
H42 0.32741 3.13462 6.07196
C29 -2.23593 -2.16247 0.28086
N1 -3.13702 -1.15787 -0.48724
O15 -4.16454 -0.83452 -0.00996
O16 -2.74783 -0.72687 -1.52124
H43 -1.31231 -2.22630 -0.24758
H44 -2.67508 -3.15722 0.16950
H45 -2.00672 -1.82798 1.26482
C30 -1.16891 -2.72348 4.35961
N2 -0.68431 -1.37169 4.66033
O17 -0.18428 -0.67777 3.74983
O18 -0.64279 -0.94090 5.81082
H46 -2.04519 -2.82480 4.95012
H47 -0.40200 -3.45838 4.75602
H48 -1.33714 -2.72290 3.30440

Properties
LUMO energy: 0.16 eV
multiplicity: 1
frontier orbital gap: 9.93 eV
F_max: 0.074 hartree/bohr

The computed Mulliken charges, all in e, follow:
1 O -0.608
2 C 0.641
3 O -0.356
4 C -0.444
5 C -0.138
6 C -0.516
7 H 0.338
8 H 0.241
9 H 0.453
10 H -0.166
11 H 0.369
12 H 0.235
13 O -0.604
14 C 0.431
15 O -0.420
16 C 0.267
17 C -0.318
18 C -0.316
19 H -0.212
20 H 0.277
21 H 0.194
22 H 0.329
23 H 0.030
24 H 0.357
25 O -0.541
26 C 0.461
27 O -0.421
28 C -0.332
29 C -0.552
30 C -0.242
31 H 0.347
32 H 0.207
33 H 0.257
34 H 0.294
35 H 0.386
36 H 0.181
37 O -0.636
38 C 0.572
39 O -0.379
40 C 0.228
41 C 0.234
42 C -0.445
43 H 0.359
44 H -0.447
45 H 0.405
46 H -0.368
47 H 0.388
48 H 0.044
49 O -0.559
50 C 0.530
51 O -0.185
52 C -0.611
53 C 0.064
54 C -0.646
55 H 0.451
56 H 0.105
57 H -0.227
58 H 0.414
59 H 0.396
60 H 0.260
61 O -0.456
62 C 0.417
63 O -0.401
64 C -0.495
65 C -0.074
66 C -0.295
67 H 0.253
68 H 0.322
69 H -0.196
70 H 0.440
71 H 0.145
72 H 0.333
73 O -0.607
74 C 0.360
75 O -0.362
76 C -0.464
77 C -0.216
78 C 0.257
79 H 0.257
80 H 0.320
81 H 0.121
82 H 0.290
83 H -0.326
84 H 0.402
85 C -0.629
86 N 1.209
87 O -0.633
88 O -0.633
89 H 0.024
90 H 0.379
91 H 0.221
92 C -0.665
93 N 1.001
94 O -0.472
95 O -0.567
96 H 0.440
97 H 0.254
98 H -0.004

=====

Record 6
Entry from OMol25: an isolated molecule of CH2O2S2 (ωB97M-V/def2-TZVPD).

CARTESIAN COORDINATES (ANGSTROEM)
C1 -0.42935 -0.60946 -0.45746
O1 1.23151 1.45521 -0.37109
O2 -3.04376 -0.25996 -0.30664
S1 1.23890 -0.18415 -0.39789
S2 -1.75027 0.40588 -0.19578
H1 0.98863 1.72831 0.58452
H2 -0.67673 -1.56133 -0.67766

Properties
LUMO energy: -0.39 eV
multiplicity: 1
frontier orbital gap: 8.18 eV
F_max: 0.091 hartree/bohr

The computed natural (NBO) charges, all in e, follow:
1 C -0.742
2 O -0.829
3 O -0.911
4 S 0.657
5 S 1.094
6 H 0.491
7 H 0.239